No. 1
Formula: F6H20O10P
Source: the Open Molecules 2025 dataset
Level of theory: ωB97M-V with the def2-TZVPD basis set

Element x y z (Å)
P (11.12, 14.60, 6.43)
F (9.92, 14.96, 5.45)
F (11.09, 13.04, 5.79)
F (12.13, 15.08, 5.28)
F (12.27, 14.52, 7.56)
F (11.17, 16.17, 7.00)
F (10.07, 14.30, 7.67)
O (12.24, 11.70, 8.60)
H (11.31, 11.70, 8.84)
H (12.39, 12.57, 8.22)
O (6.91, 13.82, 4.29)
H (6.52, 14.02, 3.44)
H (7.51, 14.55, 4.45)
O (9.79, 19.01, 8.34)
H (10.71, 18.81, 8.23)
H (9.54, 18.56, 9.15)
O (9.26, 16.42, 9.34)
H (9.66, 16.06, 8.55)
H (9.68, 15.96, 10.06)
O (12.02, 17.82, 4.95)
H (11.81, 16.94, 5.26)
H (11.18, 18.28, 4.95)
O (9.52, 15.15, 2.36)
H (9.13, 15.32, 3.22)
H (9.47, 14.20, 2.25)
O (12.28, 13.92, 2.83)
H (11.82, 14.66, 3.21)
H (11.78, 13.71, 2.03)
O (14.65, 15.71, 9.40)
H (14.41, 14.89, 9.84)
H (13.81, 16.11, 9.17)
O (9.51, 11.95, 8.62)
H (9.65, 12.74, 8.09)
H (8.72, 12.14, 9.12)
O (12.59, 17.44, 8.62)
H (12.05, 17.03, 7.94)
H (13.32, 17.84, 8.14)

Output
Energy relative to the best compared isomer or geometry (same formula, charge and spin) in kcal/mol: 36.2
Calculated total energy in hartree: -1705.26199
Charge: -1
Strongest force on any atom in eV/Å: 3.3
Kohn-Sham gap in eV: 10.4

---

No. 2
Formula: C17H27N2O2
Source: the Open Molecules 2025 dataset
Level of theory: ωB97M-V with the def2-TZVPD basis set

Element x y z (Å)
C (6.25, 0.89, -0.89)
C (5.18, 0.98, -0.14)
C (3.85, 0.39, -0.50)
O (3.38, -0.34, 0.62)
C (2.24, -1.06, 0.53)
C (1.94, -1.87, 1.63)
C (0.81, -2.65, 1.63)
C (-0.06, -2.64, 0.54)
C (0.21, -1.82, -0.55)
C (-0.74, -1.74, -1.72)
N (-1.89, -0.86, -1.41)
C (-3.03, -1.56, -0.79)
C (-3.93, -0.56, -0.06)
C (-3.16, 0.13, 1.06)
N (-2.01, 0.88, 0.51)
C (-0.92, 1.04, 1.49)
C (0.24, 1.82, 0.86)
O (-0.19, 3.07, 0.37)
C (-1.18, 2.91, -0.60)
C (-2.40, 2.20, -0.01)
C (1.36, -1.04, -0.55)
H (7.19, 1.33, -0.60)
H (6.25, 0.37, -1.84)
H (5.19, 1.49, 0.81)
H (3.94, -0.27, -1.37)
H (3.14, 1.20, -0.74)
H (2.62, -1.87, 2.46)
H (0.60, -3.30, 2.47)
H (-0.91, -3.30, 0.54)
H (-0.21, -1.32, -2.57)
H (-1.09, -2.74, -1.99)
H (-2.20, -0.41, -2.27)
H (-2.63, -2.27, -0.07)
H (-3.60, -2.12, -1.54)
H (-4.78, -1.10, 0.36)
H (-4.33, 0.17, -0.77)
H (-2.78, -0.63, 1.75)
H (-3.81, 0.80, 1.62)
H (-1.70, 0.20, -0.36)
H (-0.56, 0.06, 1.81)
H (-1.30, 1.59, 2.36)
H (1.00, 2.02, 1.61)
H (0.67, 1.22, 0.05)
H (-1.46, 3.91, -0.93)
H (-0.80, 2.34, -1.46)
H (-3.18, 2.09, -0.76)
H (-2.80, 2.80, 0.82)
H (1.59, -0.45, -1.43)

Output
Energy relative to the best compared isomer or geometry (same formula, charge and spin) in kcal/mol: 40.0
Calculated total energy in hartree: -923.70932
SMILES string: C=CCOc1cccc(CNCCC[NH+]2CCOCC2)c1
Charge: +1
Strongest force on any atom in eV/Å: 0.7
Kohn-Sham gap in eV: 9.2

---

HOMO (eV)
-7.9, -11.5